Molecular formula: C23H34Cl5O2PdSbSi3
Method: DFT, wB97M-V/def2-TZVPD

As for the LUMO energy (spin up / spin down): -0.237 / -0.311 Ha. Its total energy is -4584.28436 Eh. The total charge is +2. The value obtained for the highest occupied orbital energy (spin up / spin down) is -13.1686 / -13.9855 eV. The gap between HOMO and LUMO (spin up / spin down) comes out at 6.7 / 5.5 eV. As for the multiplicity: 5.

Last column: Mulliken charge in e.
CARTESIAN COORDINATES (ANGSTROEM)
Pd: 1.1007 0.2991 0.1750  -0.203
Cl: -1.0562 -2.4268 1.4618  -0.031
C: 0.5174 -2.1822 2.1362  1.082
C: 1.3379 -1.1906 1.6463  -1.693
C: 2.6012 -1.0243 2.1650  1.235
Cl: 3.5594 0.2334 1.4253  -0.244
C: 3.0873 -1.8110 3.1960  -0.182
Cl: 4.6595 -1.5658 3.8094  -0.144
C: 2.2448 -2.8020 3.7138  0.503
Cl: 2.7923 -3.7816 4.9994  -0.140
C: 0.9637 -2.9922 3.1859  0.178
Cl: -0.0577 -4.2074 3.8221  -0.140
C: 3.6375 -0.9500 -3.4879  -1.654
C: 2.6020 -1.0970 -2.4174  0.116
O: 2.3782 -0.1597 -1.6571  -0.048
C: 1.8882 -2.3889 -2.2864  0.777
C: 2.5276 -3.5724 -2.5432  -0.595
C: 1.8682 -4.8033 -2.3722  -0.634
C: 0.5252 -4.8485 -1.9696  -0.696
C: -0.1566 -3.6885 -1.7399  -0.372
C: 0.4831 -2.3982 -1.8825  0.141
O: -0.1602 -1.3457 -1.7150  -0.076
H: 3.9083 0.0965 -3.5981  0.364
H: 3.2883 -1.3611 -4.4346  0.426
H: 4.5350 -1.5047 -3.1987  0.429
H: 3.5620 -3.5839 -2.8621  0.423
H: 2.4066 -5.7216 -2.5636  0.446
H: 0.0344 -5.8062 -1.8567  0.488
H: -1.2004 -3.6813 -1.4592  0.459
C: -2.0952 0.2689 3.9113  -0.975
Si: -1.2963 1.6210 2.9093  0.611
C: 0.4917 1.8981 3.3797  -0.826
C: -2.3254 3.1772 2.8464  -1.014
Sb: -1.4099 0.7156 0.4390  -0.239
Si: 1.1292 2.6081 -0.9882  0.762
C: 0.3682 2.1817 -2.6271  -0.829
C: 2.9679 2.8562 -0.9795  -1.006
C: 0.2388 3.8905 0.0072  -0.982
Si: -3.5096 0.5867 -1.1662  0.445
C: -4.2640 -1.0323 -0.6629  -0.895
C: -2.8925 0.5894 -2.9134  -0.771
C: -4.5072 2.0742 -0.6748  -1.034
H: -2.1082 0.5835 4.9602  0.417
H: -1.5322 -0.6659 3.8546  0.234
H: -3.1271 0.0730 3.6165  0.332
H: 0.8597 1.0451 3.9531  0.351
H: 0.5563 2.7858 4.0143  0.511
H: 1.1677 2.0528 2.5371  0.051
H: -2.4003 3.5776 3.8630  0.419
H: -3.3415 2.9843 2.4982  0.306
H: -1.8814 3.9560 2.2244  0.319
H: -0.0346 1.1693 -2.6624  0.001
H: 1.1265 2.2637 -3.4093  0.457
H: -0.4388 2.8866 -2.8446  0.371
H: 3.5512 2.0399 -0.5639  0.168
H: 3.2065 3.7686 -0.4280  0.368
H: 3.2902 2.9737 -2.0181  0.369
H: -0.8465 3.7876 -0.0238  0.173
H: 0.4893 4.8610 -0.4431  0.514
H: 0.5726 3.9256 1.0449  0.331
H: -3.5721 -1.8610 -0.8227  0.183
H: -5.1477 -1.2073 -1.2844  0.428
H: -4.5870 -1.0406 0.3790  0.350
H: -2.1060 -0.1530 -3.0590  0.106
H: -2.5283 1.5668 -3.2275  0.294
H: -3.7296 0.3230 -3.5658  0.434
H: -4.8135 2.0389 0.3720  0.304
H: -5.4201 2.0852 -1.2792  0.401
H: -3.9785 3.0106 -0.8576  0.346

Molecular formula: C3H3NO2
Method: DFT, wB97M-V/def2-TZVPD

As for the LUMO energy: 0.023 Ha. Its total energy is -321.30795 Eh. The value obtained for the highest occupied orbital energy is -10.1952 eV. The gap between HOMO and LUMO comes out at 10.8 eV.

Last column: Mulliken charge in e.
CARTESIAN COORDINATES (ANGSTROEM)
O: -1.7314 2.6114 0.6692  -0.166
C: -1.6885 1.4856 0.5155  0.164
C: -0.4275 -1.2121 -0.4013  -0.329
N: 0.5806 -0.6343 -0.9010  -0.335
C: 1.4461 0.0483 -0.0450  0.181
O: 1.1462 1.0597 0.5433  -0.428
H: -0.6068 -1.2675 0.6773  0.305
H: -1.1582 -1.6695 -1.0654  0.277
H: 2.4526 -0.4085 0.0033  0.330

Molecular formula: C4H3NO2
Method: DFT, wB97M-V/def2-TZVPD

As for the LUMO energy (spin up / spin down): -0.084 / -0.056 Ha. Its total energy is -359.29164 Eh. The value obtained for the highest occupied orbital energy (spin up / spin down) is -9.3261 / -9.4954 eV. The gap between HOMO and LUMO (spin up / spin down) comes out at 7.0 / 8.0 eV.

Last column: Mulliken charge in e.
CARTESIAN COORDINATES (ANGSTROEM)
O: 0.6965 -1.6718 1.6850  -0.370
C: 1.1700 -1.0437 0.8109  0.141
C: 0.3228 -0.5829 -0.5814  0.679
N: 1.0620 -0.5464 -1.5419  -0.469
O: -0.4405 1.8152 -1.4255  -0.482
C: -1.0764 1.3197 -0.5101  0.030
C: -0.7454 0.0407 0.0732  -0.672
H: 2.2073 -0.7303 0.6550  0.393
H: -1.9772 1.8103 -0.0983  0.323
H: -1.2192 -0.4108 0.9332  0.427

Molecular formula: C14H20LiO10S
Method: DFT, wB97M-V/def2-TZVPD

As for the LUMO energy: 0.072 Ha. Its total energy is -1703.52884 Eh. The total charge is -1. The value obtained for the highest occupied orbital energy is -3.6935 eV. The gap between HOMO and LUMO comes out at 5.6 eV.

Last column: Mulliken charge in e.
CARTESIAN COORDINATES (ANGSTROEM)
Li: -37.7369 -39.3258 44.2651  1.032
S: -35.5628 -37.1454 44.1344  1.116
O: -35.7381 -37.1598 45.5606  -0.916
O: -36.0863 -35.8700 43.7288  -0.808
O: -34.1284 -37.1671 43.8534  -0.768
O: -36.3008 -38.2818 43.6056  -0.877
C: -39.5326 -41.4412 44.9590  -0.565
O: -38.5762 -41.0228 43.9399  -0.360
H: -39.8528 -40.6477 45.5996  0.156
H: -39.1453 -42.1256 45.9235  0.209
H: -40.3120 -41.9144 44.1850  0.285
H: -38.2685 -41.9709 43.5727  0.282
C: -40.5902 -37.9673 44.2157  -0.689
O: -39.3055 -37.8404 43.6140  -0.254
H: -41.1285 -38.5939 43.5248  0.315
H: -41.0832 -36.8221 44.5691  0.265
H: -40.6755 -38.4578 45.1585  0.231
H: -39.4555 -37.1355 43.1595  0.208
C: -34.7089 -42.4024 40.1623  -0.431
C: -35.7884 -41.6874 40.6661  -0.533
C: -35.6632 -40.3071 41.0567  0.330
C: -34.4400 -39.6795 41.0501  -0.505
C: -33.3691 -40.3379 40.3995  -0.726
C: -33.4513 -41.7145 40.0102  0.567
O: -32.2735 -42.4425 39.7869  -0.500
O: -36.8097 -39.8734 41.6812  -0.498
H: -34.7757 -43.5512 40.0987  0.174
H: -36.6525 -42.2386 40.8064  0.492
H: -34.1208 -38.8285 41.3921  0.627
H: -32.3597 -40.0200 40.4613  0.362
H: -32.2847 -43.1371 39.2823  0.263
H: -36.4532 -39.1943 42.3464  0.490
C: -37.7103 -41.3968 49.1971  -0.565
C: -37.1865 -41.0371 47.8928  -0.470
C: -37.3440 -39.6576 47.4471  0.362
C: -38.0258 -38.7092 48.2083  -0.553
C: -38.5488 -39.0637 49.5503  -0.658
C: -38.4026 -40.4484 50.0507  0.469
O: -38.8309 -40.8217 51.2395  -0.520
O: -36.8358 -39.2668 46.3035  -0.346
H: -37.7122 -42.3616 49.5310  0.492
H: -36.6020 -41.8350 47.3043  0.349
H: -38.0852 -37.6870 48.0245  0.576
H: -38.8415 -38.3153 50.1871  0.417
H: -39.4552 -40.2488 51.6096  0.298
H: -36.6258 -38.3431 46.3164  0.178